Formula: C8H13N3
Source: the OMol25 dataset
Level of theory: ωB97M-V/def2-TZVPD

Calculated values
F_max, eV Å⁻¹: 3.58
Frontier orbital gap, eV: 10.401
ΔE to the lowest compared entry with this formula, charge and spin, kcal per mole: 62.27
Total energy, a.u.: -476.803412
LUMO energy, eV: 0.97
SMILES: C/N=C(/C(C)C)n1cccn1
HOMO energy, eV: -9.43

Structure (ORCA input):
```
! RIJCOSX wB97M-V def2-TZVPD def2/J DEFGRID3
* xyz 0 1
C 0.13285 1.25133 2.38045
N 0.25732 0.08496 1.62524
C 0.18323 -0.00480 0.37489
C 0.26371 -1.57953 -0.32748
C 1.35254 -2.43639 0.29684
C -1.09774 -2.19741 0.13135
N -0.06239 1.03605 -0.56533
C 0.63225 1.37908 -1.67149
C -0.10034 2.30601 -2.32842
C -1.15660 2.62518 -1.44784
N -1.14751 1.80157 -0.43131
H 0.83799 1.25648 3.21363
H -0.90166 1.02818 2.82425
H 0.14562 2.20397 1.95346
H 0.16067 -1.66411 -1.49950
H 1.08802 -3.47399 0.18478
H 2.27259 -2.17019 -0.27059
H 1.45565 -1.92758 1.24950
H -1.20898 -2.11104 1.22263
H -1.25259 -3.22033 -0.18264
H -1.76250 -1.48024 -0.28007
H 1.51337 0.86279 -1.88229
H 0.31667 2.96687 -3.05070
H -1.92216 3.46315 -1.51936
*
```

Atom charges from the natural (NBO) analysis, given in e for atoms 1 to 2: number 1, C, carries -0.432; number 2, N, carries -0.421



Formula: C4H10O4
Source: the OMol25 dataset
Level of theory: ωB97M-V/def2-TZVPD

Calculated values
F_max, eV Å⁻¹: 6.43
Frontier orbital gap, eV: 8.505
ΔE to the lowest compared entry with this formula, charge and spin, kcal per mole: 94.45
Total energy, a.u.: -459.238285
LUMO energy, eV: 0.36
HOMO energy, eV: -8.14

Structure (ORCA input):
```
! RIJCOSX wB97M-V def2-TZVPD def2/J DEFGRID3
* xyz 0 1
C 0.54487 0.37403 -0.49426
C -0.94092 -1.15732 0.68265
C 0.82823 -0.88899 0.10059
C 0.47472 1.66442 0.24440
O -0.10042 0.31951 -1.70024
O -1.80374 -1.37252 -0.38291
O -1.46062 -0.21238 1.57939
O 2.38517 0.13315 -0.90016
H -0.89625 0.87265 -1.66761
H -2.17339 -0.63829 2.08292
H -2.10561 -0.50192 -0.69199
H 2.36273 -0.04686 -1.85227
H -0.80470 -2.11720 1.18789
H 0.88756 -1.74677 -0.56031
H 1.40562 -0.87838 1.01498
H -0.22872 1.75039 1.07507
H 1.41888 1.95758 0.70323
H 0.20661 2.48887 -0.42135
*
```

Atom charges from the natural (NBO) analysis, given in e for atoms 1 to 2: number 1, C, carries 0.591; number 2, C, carries 0.332



Formula: C33H61Br22NO5S2
Source: the OMol25 dataset
Level of theory: ωB97M-V/def2-TZVPD

Calculated values
F_max, eV Å⁻¹: 9.42
Frontier orbital gap, eV: 8.899
Total energy, a.u.: -59149.386414
LUMO energy, eV: 0.12
SMILES: C[C@@H](COC(=O)CS[C@@H]1CNC(=O)C1)OC(=O)CS.BrCCBr.BrCCBr.BrCCBr.BrCCBr.BrCCBr.BrCCBr.BrCCBr.BrCCBr.BrCCBr.BrCCBr.BrCCBr
HOMO energy, eV: -8.78

Structure (ORCA input):
```
! RIJCOSX wB97M-V def2-TZVPD def2/J DEFGRID3
* xyz 0 1
C -3.11731 0.98802 0.42096
C -3.65332 1.42055 -1.06614
C -2.71979 2.73258 -1.51906
O -3.38942 3.56965 -2.53174
C -2.45471 3.55010 -3.69479
O -2.40122 2.47491 -4.52293
C -1.52488 4.91034 -3.89384
S 0.26085 4.49460 -3.48241
C 1.38933 5.57331 -4.53180
C 1.77153 5.06036 -6.07208
N 3.23652 4.62971 -5.85590
C 3.78483 4.90513 -4.46383
O 4.82478 4.30945 -3.86675
C 2.80351 6.12608 -3.89125
O -3.46717 0.41097 -2.11897
C -3.04254 -0.89136 -1.58285
O -1.76063 -1.31411 -1.63564
C -4.14114 -1.96270 -0.91885
S -4.87665 -3.14621 -2.18163
H -3.28222 1.93982 1.12197
H -1.94770 0.82902 0.38965
H -3.70785 0.11474 0.93103
H -4.76072 1.79651 -1.10950
H -1.73229 2.24646 -1.97860
H -2.34234 3.34408 -0.57304
H -1.91587 5.79608 -3.19716
H -1.66875 5.27717 -5.01453
H 0.68066 6.50317 -4.77333
H 1.06300 4.22753 -6.50208
H 1.83699 6.09222 -6.64895
H 3.44234 3.66944 -6.22181
H 2.77573 6.30325 -2.72401
H 2.96406 7.12296 -4.50579
H -3.53112 -2.59941 -0.13658
H -4.98010 -1.36091 -0.32061
H -4.79410 -4.41654 -1.54834
Br -1.78762 -5.53021 0.34820
C -0.22323 -4.37558 0.50286
C -0.19719 -3.66519 1.83603
Br -1.46400 -2.18214 1.87121
H -0.24391 -3.69388 -0.35215
H 0.63534 -5.04625 0.40645
H 0.78059 -3.20791 2.01019
H -0.44415 -4.31582 2.67942
Br 0.55716 0.81263 -1.47722
C 1.60763 -0.75015 -1.98577
C 2.21726 -1.41723 -0.77498
Br 3.76290 -0.42154 -0.12301
H 2.34939 -0.41254 -2.71515
H 0.89839 -1.42070 -2.47928
H 2.60497 -2.40622 -1.03398
H 1.52236 -1.51285 0.06382
Br -1.82849 1.34812 5.75961
C -3.08111 -0.14651 5.72146
C -3.56638 -0.41795 4.31664
Br -4.90224 0.89229 3.76507
H -3.88708 0.09461 6.42035
H -2.51611 -1.00040 6.10600
H -4.07699 -1.38340 4.26493
H -2.76835 -0.39386 3.56953
Br -1.79369 -4.25826 -3.41289
C -1.42879 -2.60904 -4.38826
C -0.48744 -2.85397 -5.54435
Br 1.35204 -3.05596 -4.92710
H -1.04573 -1.88671 -3.66183
H -2.40415 -2.27137 -4.75004
H -0.46876 -1.99122 -6.21578
H -0.73117 -3.75113 -6.11995
Br -0.41480 -5.53559 5.21339
C 1.14959 -4.38096 5.36805
C 1.17563 -3.67058 6.70122
Br -0.09117 -2.18752 6.73640
H 1.12891 -3.69927 4.51304
H 2.00816 -5.05163 5.27164
H 2.15341 -3.21329 6.87538
H 0.92867 -4.32121 7.54461
Br -2.19376 6.28969 0.26250
C -1.13288 7.90986 0.03020
C -1.78714 8.85659 -0.94873
Br -1.52868 8.26070 -2.78819
H -0.13092 7.59435 -0.27431
H -1.08034 8.36003 1.02560
H -1.31958 9.84384 -0.90149
H -2.86468 8.96244 -0.79606
Br -1.89527 3.30754 9.22324
C -0.22541 2.58779 9.92888
C -0.01952 1.15580 9.49338
Br -1.13920 -0.06423 10.52455
H -0.25859 2.71087 11.01513
H 0.55738 3.23202 9.51846
H 1.00701 0.83614 9.69223
H -0.25006 0.98565 8.43814
Br 4.48507 -3.59423 -3.06656
C 4.84997 -1.94501 -4.04193
C 5.79132 -2.18994 -5.19802
Br 7.63080 -2.39194 -4.58076
H 5.23303 -1.22269 -3.31550
H 3.87461 -1.60734 -4.40371
H 5.81000 -1.32720 -5.86944
H 5.54759 -3.08710 -5.77362
Br -7.26683 -1.08776 7.48222
C -6.21636 -2.65054 6.97368
C -5.60673 -3.31762 8.18447
Br -4.06109 -2.32192 8.83644
H -5.47460 -2.31293 6.24429
H -6.92560 -3.32109 6.48016
H -5.21902 -4.30661 7.92547
H -6.30163 -3.41323 9.02326
Br 4.56127 4.18363 -9.57972
C 5.31777 2.43157 -9.17673
C 4.23203 1.41198 -8.92326
Br 3.45389 1.63490 -7.14835
H 5.99569 2.56402 -8.32874
H 5.89977 2.16291 -10.06292
H 4.64521 0.39968 -8.92729
H 3.40931 1.46638 -9.64145
Br 4.12117 -4.90120 2.61407
C 4.87767 -6.65326 3.01706
C 3.79192 -7.67286 3.27054
Br 3.01378 -7.44993 5.04544
H 5.55558 -6.52081 3.86505
H 5.45967 -6.92192 2.13088
H 4.20510 -8.68516 3.26650
H 2.96920 -7.61845 2.55235
*
```

Atom charges from the Löwdin analysis, given in e for atoms 1 to 2: number 1, C, carries -0.087; number 2, C, carries -0.253